ORCA calculation (ωB97M-V with the def2-TZVPD basis set) on C31H36Br2N5O3STeV as an isolated structure.

The geometry in XYZ format:
```
80
Properties=species:S:1:pos:R:3:lowdin_charge:R:1
V -2.9448 -0.0903 0.9018 0.73
Br -3.0384 2.7686 2.3741 0.71
C -4.5702 3.1771 1.2783 -0.90
Br -4.9113 1.7063 0.0746 0.83
H -4.3524 4.0433 0.6683 0.03
H -5.4409 3.3126 1.9054 0.03
N 0.0318 -5.5342 -3.6646 0.18
C -0.7702 -4.6746 -3.0251 -0.26
C -2.1713 -4.8553 -3.0504 0.01
C -2.9964 -3.9759 -2.4153 -0.02
C -2.4393 -2.8792 -1.7273 -0.34
C -1.0413 -2.6786 -1.6828 -0.04
C -0.2257 -3.5652 -2.3216 0.00
S -3.4933 -1.8524 -0.9545 0.74
O -4.8530 -1.9973 -1.3359 -0.20
O -2.9403 -0.4139 -1.0186 -0.43
N -3.2933 -1.9560 0.7276 -0.12
C -4.4350 -1.7744 1.5695 -0.44
N -4.2308 -0.6534 2.3051 -0.01
C -5.2136 -0.2851 3.1632 -0.06
C -6.3465 -1.0358 3.2650 0.02
C -6.4531 -2.1659 2.4455 0.00
N -5.5001 -2.5330 1.5908 0.20
H -0.3433 -6.3308 -4.1521 0.13
H 1.0323 -5.4393 -3.6405 0.12
H -2.5902 -5.7013 -3.5801 0.13
H -4.0698 -4.1157 -2.4410 0.13
H -0.6141 -1.8251 -1.1686 0.11
H 0.8481 -3.4246 -2.3040 0.11
H -5.0319 0.5956 3.7643 0.13
H -7.1324 -0.7693 3.9568 0.14
H -7.3309 -2.8006 2.4820 0.14
C -0.3957 -1.7217 2.9499 0.06
C -0.3451 -0.4497 2.1831 -0.52
O 0.7876 0.1697 2.1865 -0.28
N -1.3792 0.0356 1.5346 -0.06
Te 0.9817 1.8538 1.0364 2.03
C 2.9563 2.4464 1.4010 -0.33
C 3.8819 1.9356 2.3048 -0.27
C 3.6426 0.8439 3.3192 -0.03
C 5.1458 2.5221 2.2793 0.02
C 5.4784 3.5711 1.4376 -0.21
C 6.8597 4.1675 1.4370 -0.01
C 4.4893 4.0849 0.5991 0.02
C 3.2205 3.5463 0.5605 -0.31
C 2.1801 4.1535 -0.3610 -0.08
C 1.0565 0.7939 -0.7370 -0.34
C 1.9652 -0.2627 -0.9288 -0.26
C 2.9054 -0.8138 0.1153 -0.02
C 1.9745 -0.8630 -2.1798 -0.01
C 1.1283 -0.4657 -3.2102 -0.23
C 1.1870 -1.1181 -4.5624 -0.02
C 0.2288 0.5692 -2.9677 0.01
C 0.1676 1.2220 -1.7491 -0.30
C -0.8299 2.3578 -1.6360 -0.06
H 0.5976 -2.1549 3.0373 0.11
H -1.0911 -2.4152 2.4825 0.09
H -0.7546 -1.4937 3.9585 0.12
H 2.5983 0.5644 3.4227 0.05
H 3.9886 1.1842 4.2949 0.10
H 4.2191 -0.0499 3.0725 0.10
H 5.8927 2.1404 2.9674 0.14
H 7.5472 3.5916 2.0520 0.09
H 6.8316 5.1887 1.8212 0.10
H 7.2554 4.2177 0.4224 0.10
H 4.7167 4.9349 -0.0355 0.14
H 2.6101 4.9653 -0.9437 0.11
H 1.3422 4.5920 0.1925 0.09
H 1.8012 3.4392 -1.1036 0.06
H 2.7821 -0.3771 1.1009 0.03
H 3.9413 -0.6577 -0.1894 0.11
H 2.7559 -1.8897 0.2146 0.10
H 2.6814 -1.6679 -2.3562 0.14
H 1.8282 -1.9971 -4.5591 0.08
H 1.5841 -0.4168 -5.2988 0.10
H 0.1910 -1.4075 -4.8998 0.09
H -0.4362 0.8904 -3.7634 0.15
H -0.5964 3.1378 -2.3612 0.11
H -0.8804 2.8344 -0.6583 0.02
H -1.8317 1.9914 -1.8729 0.08
```

## Properties
Kohn-Sham gap (alpha / beta): 5.898 / 6.379 eV
Calculated total energy: -230199.9195 eV
Relative energy (zero: lowest compared OMol25 entry of this formula, charge and spin): 5.0 kcal/mol
Maximum force: 1.2 eV Å⁻¹
Total charge: +3
Multiplicity: 2

=====

ORCA calculation (ωB97M-V with the def2-TZVPD basis set) on a 7-piece molecular cluster, C16H34Br10N2O2 overall.

The geometry in XYZ format:
```
64
Properties=species:S:1:pos:R:3:lowdin_charge:R:1
Br 19.4875 -17.8712 23.1126 0.63
C 18.9000 -17.3218 24.8784 -0.66
C 19.6535 -16.1145 25.3108 -0.70
Br 21.5723 -16.3978 25.4162 0.60
H 19.1140 -18.1697 25.5230 0.05
H 17.8236 -17.1863 24.8680 0.07
H 19.3709 -15.7719 26.3043 0.06
H 19.5019 -15.2720 24.6417 0.05
Br 19.0834 -11.2096 19.2901 0.67
C 17.5161 -11.1537 18.1606 -0.70
C 17.0103 -9.7341 18.0099 -0.70
Br 16.1758 -9.4595 16.2808 0.62
H 16.8150 -11.8896 18.5396 0.05
H 17.8439 -11.5491 17.2049 0.04
H 17.8661 -9.0640 18.0454 0.03
H 16.3042 -9.3889 18.7533 0.05
Br 22.8008 -13.6772 18.9793 0.67
C 22.9833 -13.1675 20.8334 -0.72
C 24.4183 -13.2991 21.3146 -0.72
Br 24.4944 -12.8599 23.1985 0.63
H 22.3112 -13.7674 21.4363 0.01
H 22.6905 -12.1240 20.9034 0.05
H 25.0773 -12.6180 20.7787 0.06
H 24.8556 -14.2842 21.1792 0.03
Br 22.8705 -20.4657 19.4850 0.67
C 22.7267 -19.2793 21.0142 -0.69
C 23.1064 -17.8983 20.6063 -0.69
Br 22.8569 -16.7347 22.1195 0.69
H 23.3569 -19.6335 21.8219 0.06
H 21.6855 -19.3571 21.3029 0.02
H 22.4731 -17.5474 19.7977 0.02
H 24.1463 -17.8585 20.3012 0.06
Br 19.2796 -21.6852 18.0628 0.73
C 18.4028 -20.6857 19.4730 -0.69
C 18.1155 -19.2645 19.0845 -0.68
Br 17.1002 -18.4492 20.5224 0.65
H 19.0080 -20.7613 20.3702 0.05
H 17.4660 -21.1935 19.6859 0.05
H 17.5240 -19.2055 18.1742 0.06
H 19.0078 -18.6723 18.8749 0.03
C 21.6690 -17.9180 17.2729 -0.35
O 20.6939 -17.4137 17.7975 -0.01
N 21.6306 -18.8917 16.3291 -0.18
C 22.8382 -19.4460 15.7909 -0.08
C 20.3881 -19.5094 15.9213 -0.09
H 22.6972 -17.6391 17.5502 0.13
H 22.9175 -20.5011 16.0816 0.09
H 23.6992 -18.9392 16.2227 0.08
H 22.8803 -19.3970 14.7038 0.09
H 20.1126 -20.4463 16.4171 -0.07
H 19.5433 -18.8211 15.9920 0.09
H 20.4251 -19.7411 14.8462 0.09
C 18.6730 -14.7364 18.5273 -0.35
O 17.7003 -14.2555 17.9948 0.00
N 18.8722 -14.7835 19.8618 -0.18
C 19.9836 -15.5057 20.4228 -0.13
C 17.8972 -14.2632 20.7521 -0.09
H 19.4731 -15.2526 17.9776 0.12
H 19.7023 -16.5102 20.7404 0.01
H 20.3798 -15.0077 21.3175 0.06
H 20.8432 -15.5281 19.7601 0.01
H 17.2940 -15.0600 21.2296 0.08
H 18.3655 -13.7559 21.5988 0.08
H 17.1803 -13.6476 20.2237 0.07
```

## Properties
Kohn-Sham gap: 9.105 eV
Calculated total energy: -724644.3470 eV
Relative energy (zero: lowest compared OMol25 entry of this formula, charge and spin): 3.0 kcal/mol
Maximum force: 1.6 eV Å⁻¹
Total charge: 0

=====

ORCA calculation (ωB97M-V with the def2-TZVPD basis set) on a 2-piece molecular cluster, C4H8NO2 overall.

The geometry in XYZ format:
```
15
Properties=species:S:1:pos:R:3:lowdin_charge:R:1
C -0.0042 -2.1652 0.8014 0.00
C -2.3768 2.1402 0.2804 -0.23
C 0.4280 -0.9479 0.2787 -0.21
C 2.1540 0.5536 0.1008 -0.10
N -1.2865 1.5412 0.2657 -0.28
O -0.4232 1.7744 -0.7342 -0.35
O 1.7743 -0.8437 0.2078 -0.15
H -0.9857 -2.4528 0.9151 -0.01
H 0.6834 -2.9375 0.7157 0.00
H -2.9494 2.8371 -0.4059 0.04
H -3.2019 1.6539 0.9374 0.04
H -0.1322 -0.0105 0.0230 0.06
H 2.0398 1.1042 1.0027 0.07
H 1.5429 1.1767 -0.5490 0.05
H 3.1377 0.6318 -0.3184 0.07
```

## Properties
Kohn-Sham gap: 7.201 eV
Calculated total energy: -9859.0643 eV
Relative energy (zero: lowest compared OMol25 entry of this formula, charge and spin): 132.0 kcal/mol
Maximum force: 5.7 eV Å⁻¹
Total charge: -1

=====

ORCA calculation (ωB97M-V with the def2-TZVPD basis set) on C27H26Cl56FN4S as an isolated structure.

The geometry in XYZ format:
```
115
Properties=species:S:1:pos:R:3:lowdin_charge:R:1
C -0.3078 -2.6668 -2.9904 -0.13
C -0.3608 -1.3316 -2.1195 -0.26
C -0.7904 -0.0363 -2.9923 -0.19
C 0.3243 0.1076 -4.1528 -0.20
C 0.8698 1.6160 -4.1624 -0.10
C 2.0450 1.8127 -3.1347 -0.12
N 1.7418 2.3073 -1.8127 0.18
C 3.0473 2.2843 -1.2110 -0.25
N 3.3923 2.6059 0.0471 0.13
C 2.2463 3.0305 0.9316 -0.28
F 2.7368 3.7579 2.0515 -0.05
C 1.5241 1.6533 1.3753 -0.17
C 0.5765 1.8073 2.6444 -0.12
N 4.0029 1.8194 -2.1688 0.12
N 3.4168 1.5244 -3.3583 -0.05
C 4.1700 0.9782 -4.5173 -0.15
C 3.6150 1.4006 -5.9506 -0.27
C 2.7307 0.1481 -6.4880 -0.57
S 3.6551 -0.8825 -7.7311 0.66
H 0.0449 -3.5392 -2.3629 0.06
H 0.3988 -2.6010 -3.8879 0.07
H -1.3539 -2.8178 -3.4199 0.08
H -1.1541 -1.4668 -1.3109 0.11
H 0.6482 -1.0827 -1.6525 0.10
H -1.8059 -0.2604 -3.4683 0.12
H -0.8762 0.9003 -2.3478 0.10
H 1.1996 -0.5638 -3.8587 0.09
H -0.0569 -0.1985 -5.1784 0.12
H 1.0962 1.9870 -5.2129 0.11
H 0.0080 2.2719 -3.7887 0.13
H 4.3630 2.5580 0.3871 0.17
H 1.5194 3.7214 0.3767 0.04
H 1.0170 1.2062 0.4664 0.11
H 2.3773 0.9518 1.6791 0.01
H -0.3638 2.4197 2.4620 0.08
H 1.1524 2.1536 3.5628 0.05
H 0.2034 0.7426 2.9036 0.03
H 4.9804 1.7519 -1.8771 0.18
H 5.2289 1.4147 -4.4404 0.12
H 4.3105 -0.1534 -4.4013 0.15
H 4.5126 1.4416 -6.6620 0.10
H 3.0361 2.3687 -5.9571 0.04
H 1.7144 0.4574 -6.8782 0.07
H 2.5504 -0.5380 -5.5879 0.05
H 2.9254 -2.0757 -7.8006 -0.11
C 4.0610 -2.0741 3.0948 -2.01
Cl 3.4065 -1.8703 4.7312 0.54
Cl 3.0309 -3.1943 2.1799 0.50
Cl 4.1000 -0.4965 2.2745 0.54
Cl 5.7065 -2.7299 3.1920 0.54
C -1.6555 0.4428 5.7153 -2.00
Cl -2.2300 -0.3334 7.2043 0.54
Cl -1.2796 2.1434 6.0401 0.48
Cl -0.1893 -0.3851 5.1440 0.52
Cl -2.9175 0.3432 4.4702 0.53
C 2.6026 3.6772 6.7012 -2.00
Cl 1.9467 2.0298 6.6897 0.48
Cl 4.1340 3.7006 7.5991 0.54
Cl 2.8816 4.2042 5.0295 0.54
Cl 1.4425 4.7715 7.4796 0.48
C -0.7381 -7.0778 -3.5402 -1.99
Cl -1.2659 -8.7677 -3.6840 0.48
Cl -1.7981 -6.0367 -4.5128 0.49
Cl -0.8156 -6.5803 -1.8380 0.50
Cl 0.9331 -6.9300 -4.1248 0.52
C 0.7613 -12.5372 -3.7871 -2.03
Cl 0.6509 -12.9681 -5.5055 0.52
Cl 1.2078 -10.8253 -3.6343 0.47
Cl -0.8101 -12.8087 -3.0062 0.52
Cl 1.9947 -13.5437 -3.0020 0.52
C -0.7836 8.3215 8.7295 -2.01
Cl -2.1479 8.3676 9.8635 0.53
Cl -0.5132 9.9434 8.0609 0.53
Cl 0.6759 7.7770 9.5805 0.49
Cl -1.1450 7.1872 7.4133 0.48
C -0.1861 6.4556 0.0034 -1.97
Cl -1.7191 7.0659 -0.6507 0.48
Cl -0.4032 6.0184 1.7099 0.55
Cl 0.3205 5.0184 -0.9137 0.56
Cl 1.0591 7.7123 -0.1323 0.54
C -4.2619 4.3268 7.2665 -2.02
Cl -4.8919 2.6666 7.2779 0.52
Cl -2.7367 4.3869 8.1716 0.46
Cl -3.9742 4.8395 5.5899 0.50
Cl -5.4426 5.4143 8.0236 0.53
C -5.2119 9.2454 1.0059 -2.01
Cl -5.7705 8.4650 2.4996 0.52
Cl -4.8383 10.9498 1.3322 0.52
Cl -3.7501 8.4203 0.4188 0.44
Cl -6.4850 9.1435 -0.2275 0.52
C -5.8449 -7.2631 -4.3566 -2.00
Cl -6.5091 -7.0445 -2.7239 0.52
Cl -6.8627 -8.4015 -5.2602 0.49
Cl -5.8148 -5.6984 -5.1978 0.52
Cl -4.1932 -7.9038 -4.2423 0.47
C 4.8431 5.0463 -6.4756 -2.00
Cl 6.1455 4.3158 -7.4341 0.54
Cl 5.3193 6.6792 -5.9735 0.55
Cl 3.3638 5.1327 -7.4530 0.54
Cl 4.5394 4.0479 -5.0353 0.58
C 1.5547 -7.9030 1.6174 -2.02
Cl 1.4366 -8.3211 -0.1038 0.49
Cl 2.0147 -6.1944 1.7851 0.47
Cl -0.0154 -8.1723 2.4002 0.53
Cl 2.7845 -8.9223 2.3906 0.53
C -10.4496 -10.5130 -4.3717 -2.02
Cl -9.2962 -9.3241 -3.7328 0.47
Cl -10.0088 -10.9232 -6.0424 0.51
Cl -10.4052 -11.9787 -3.3710 0.52
Cl -12.0864 -9.8259 -4.3432 0.52
C 0.0538 3.2733 11.2329 -2.01
Cl -1.3090 3.3226 12.3692 0.53
Cl 0.3419 4.9006 10.5829 0.45
Cl 1.5092 2.7066 12.0769 0.53
Cl -0.3273 2.1643 9.8982 0.49
```

## Properties
Kohn-Sham gap: 8.790 eV
Calculated total energy: -749175.4218 eV
Maximum force: 5.6 eV Å⁻¹
Total charge: +1